Entry 1:
DFT (wB97M-V/def2-TZVPD) results for a cluster of 9 separate species, H18O9 in total.

Each line ends with the Löwdin charge.
Geometry (Å):
O  -2.523  -2.290  3.165  -0.07
O  -0.247  -0.130  0.963  -0.04
O  1.517  -1.132  -1.189  -0.10
O  1.083  -0.794  -4.735  -0.06
O  -2.154  -2.850  -0.083  -0.04
O  -0.198  3.460  -0.220  -0.06
O  4.111  0.788  4.273  -0.07
O  1.591  0.759  -1.948  -0.09
O  -3.703  1.293  -0.141  -0.06
H  -2.398  -3.127  -0.973  0.04
H  -0.034  -0.685  0.204  -0.01
H  -2.383  -2.553  2.249  0.00
H  -2.908  1.780  -0.385  0.02
H  2.272  -0.593  -0.928  0.07
H  1.961  -0.734  -4.341  0.02
H  0.517  -0.315  -4.119  0.02
H  -0.390  3.401  -1.162  0.03
H  0.885  0.441  -1.374  0.03
H  -4.350  1.981  0.050  0.03
H  -0.726  4.208  0.082  0.04
H  1.905  1.560  -1.512  0.06
H  0.597  -0.016  1.413  0.04
H  -1.230  -2.588  -0.164  0.02
H  -2.946  -1.426  3.100  0.03
H  4.409  1.166  5.108  0.03
H  3.468  0.119  4.534  0.03
H  1.872  -1.721  -1.865  0.07

Computed properties:
SMILES: O.O.O.O.O.O.O.O.O
Total charge: 0
HOMO, eV: -10.62

***

Entry 2:
DFT (wB97M-V/def2-TZVPD) results for a structure of composition C4H4N2O.

Each line ends with the Löwdin charge.
Geometry (Å):
O  -1.016  -1.679  -1.578  0.07
N  -1.508  0.042  -0.089  0.16
N  0.268  1.140  1.032  0.01
C  -0.642  -0.839  -0.798  -0.53
C  -1.057  0.924  0.731  -0.16
C  1.232  0.372  0.431  -0.06
C  0.684  -0.487  -0.372  -0.09
H  1.663  -1.204  -1.446  0.18
H  0.512  1.865  1.693  0.13
H  -1.764  1.573  1.246  0.13
H  1.628  -1.707  -0.849  0.17

Computed properties:
Total charge: 0
HOMO, eV: -9.62

***

Entry 3:
DFT (wB97M-V/def2-TZVPD) results for a cluster of 3 separate species, C6H14O2 in total.

Each line ends with the Löwdin charge.
Geometry (Å):
O  -0.230  -2.970  -0.075  -0.10
O  -2.288  -0.312  -0.828  -0.10
C  -1.166  0.125  2.266  -0.19
C  2.590  0.703  -0.569  -0.08
C  0.328  0.877  0.417  -0.21
C  1.226  0.885  -0.704  -0.46
C  0.067  -0.036  1.395  -0.26
C  0.649  1.359  -2.024  -0.13
H  -1.984  -0.478  1.842  0.04
H  -0.966  0.201  3.332  0.04
H  -3.065  -0.902  -0.687  0.04
H  1.161  2.258  -2.362  0.05
H  -0.232  -3.507  0.745  0.04
H  -0.091  1.874  0.626  0.10
H  -1.686  1.069  1.994  0.06
H  3.308  0.659  -1.370  -0.01
H  0.771  0.546  -2.735  0.06
H  -0.428  1.525  -1.933  0.05
H  0.177  -2.114  0.096  -0.01
H  0.498  -1.025  1.369  0.05
H  -1.610  -0.932  -1.117  0.01
H  2.970  0.195  0.321  0.01

Computed properties:
⟨S²⟩: 0.7593
Total charge: -1
HOMO (spin up / spin down), eV: 0.75 / -3.67
Multiplicity: 2

***

Entry 4:
DFT (wB97M-V/def2-TZVPD) results for a cluster of 3 separate species, C28H33BF3N3O4S in total.

Each line ends with the Löwdin charge.
Geometry (Å):
S  -2.854  3.714  -3.293  1.04
F  -6.017  0.512  -2.343  0.14
F  -7.128  2.169  -3.226  0.16
F  -7.225  3.349  -0.663  0.10
O  2.404  0.515  2.607  0.13
O  -3.998  4.516  2.200  0.02
O  3.579  -0.637  1.171  0.10
O  -6.223  5.381  2.071  0.16
N  4.168  -8.324  1.483  0.17
N  -3.306  3.318  -0.309  -0.03
N  3.497  -2.525  -2.094  0.15
C  2.171  1.161  0.328  -0.10
C  4.043  -3.665  0.193  -0.19
C  0.714  2.996  -1.554  -0.04
C  -4.038  4.386  -0.913  -0.19
C  7.465  -9.370  1.241  -0.26
C  3.736  -3.024  -1.090  -0.25
C  7.843  -8.153  2.078  -0.11
C  -6.418  2.333  -0.986  -0.21
C  1.441  2.426  0.790  -0.13
C  -3.564  5.414  3.228  -0.05
C  4.352  -5.154  0.001  -0.27
C  -5.376  1.926  0.016  -0.07
C  -6.544  1.708  -2.145  -0.33
C  3.187  -5.932  -0.596  -0.12
C  -0.253  3.300  -2.500  -0.08
C  -4.692  5.685  -2.870  -0.09
C  5.117  -8.660  0.936  -0.24
C  0.360  2.792  -0.215  -0.22
C  -4.885  5.179  -0.120  -0.01
C  -1.581  3.394  -2.095  -0.44
C  -3.951  2.003  -0.516  -0.13
C  -5.631  6.190  -0.732  -0.04
C  -1.953  3.231  -0.769  -0.23
C  -0.963  2.931  0.170  0.05
C  -5.545  6.458  -2.095  -0.06
C  6.337  -9.079  0.244  -0.18
C  -3.952  4.671  -2.280  -0.43
C  2.715  0.351  1.474  -0.53
B  -5.040  5.012  1.454  -0.61
H  -4.396  5.870  3.759  0.09
H  1.745  2.924  -1.869  0.11
H  -3.358  1.277  0.037  0.13
H  -3.915  1.672  -1.556  0.11
H  -1.267  2.794  1.198  0.13
H  -0.017  3.465  -3.540  0.10
H  -6.433  6.296  1.860  0.10
H  8.666  -8.393  2.750  0.07
H  -5.513  2.452  0.956  0.12
H  3.190  -3.534  0.860  0.12
H  8.340  -9.713  0.685  0.11
H  -2.989  4.852  3.956  0.09
H  -4.598  5.888  -3.926  0.10
H  4.896  -3.152  0.640  0.12
H  6.109  -9.967  -0.345  0.12
H  1.436  0.529  -0.175  0.14
H  3.566  -0.814  0.220  0.08
H  5.229  -5.262  -0.643  0.11
H  -6.302  6.814  -0.159  0.10
H  4.610  -5.584  0.969  0.09
H  2.933  -5.571  -1.595  0.07
H  6.633  -8.286  -0.446  0.12
H  -2.934  6.181  2.783  0.09
H  2.300  -5.852  0.033  0.08
H  3.440  -6.986  -0.684  0.04
H  0.929  2.186  1.714  0.11
H  7.006  -7.818  2.692  0.07
H  2.130  3.254  0.916  0.13
H  7.165  -10.185  1.901  0.11
H  -6.131  7.239  -2.548  0.10
H  8.156  -7.321  1.444  0.08
H  2.945  1.372  -0.406  0.12
H  -5.563  0.874  0.235  0.13

Computed properties:
SMILES: COB(O)c1cccc2c1N(CCC(F)=C(F)F)c1cc(CCC(=O)O)ccc1S2.CCCC#N.CCCC#N
Total charge: 0
HOMO, eV: -7.94